134
Properties=species:S:1:pos:R:3:forces:R:3:mulliken_charge:R:1 method="wB97M-V/def2-TZVPD" homo_lumo_gap_ev=8.5091 largest_force_ev_per_a=1.2 total_charge=0 relative_energy_kj_mol=88.50
C 8.010 -5.730 -3.034 -0.61 -0.71 -0.34 -1.13
C 6.537 -6.156 -3.075 -0.10 0.42 -0.47 -0.63
C 5.699 -5.191 -3.921 -0.36 0.08 1.09 -0.88
C 5.282 -3.971 -3.084 0.77 0.23 -0.57 -0.64
C 5.494 -2.642 -3.788 -0.76 -0.09 0.23 -0.77
C 5.120 -1.483 -2.858 0.01 0.15 -0.50 -0.97
C 3.765 -0.826 -3.147 0.08 -0.66 0.30 -0.98
C 2.543 -1.745 -3.343 -0.16 0.84 0.44 0.11
C 1.482 -0.952 -4.110 -0.24 -0.79 0.09 -1.11
C 0.268 -1.708 -4.674 0.60 0.25 -0.23 -0.72
C 0.518 -3.040 -5.371 -0.92 -0.16 0.51 -0.22
C -0.800 -3.514 -6.043 0.71 -0.26 -0.16 -1.31
C -1.466 -4.796 -5.505 0.26 1.15 0.19 -0.83
C -1.790 -4.782 -4.003 -0.06 -0.84 -0.71 -0.32
B -1.801 -6.157 -3.241 -0.15 0.48 0.57 -0.39
C -2.443 -6.198 -1.783 0.85 0.14 -0.30 -0.85
S -1.852 -4.800 -0.757 -0.31 -0.12 0.26 -0.13
C -3.343 -3.812 -0.437 -0.12 0.09 -0.26 -0.27
C -3.271 -3.131 0.915 0.53 0.02 -0.06 -0.98
C -1.199 -7.522 -3.809 -0.42 0.16 0.14 -0.12
Cl -2.445 -8.806 -3.506 -0.02 0.03 -0.14 -0.20
C 0.161 -7.833 -3.183 -0.13 -0.74 0.05 0.34
C 0.297 -9.151 -2.445 0.62 0.43 0.09 -1.62
Cl 0.669 -6.499 -2.088 0.14 0.32 -0.02 -0.19
H 8.258 -5.288 -3.989 0.25 0.35 -0.17 0.29
H 8.201 -5.042 -2.225 0.24 0.23 0.14 0.28
H 8.625 -6.616 -2.954 0.38 -0.07 0.39 0.38
H 6.418 -7.161 -3.469 0.20 -0.22 -0.02 0.39
H 6.123 -6.140 -2.072 -0.10 -0.28 0.23 0.37
H 4.787 -5.685 -4.235 -0.13 -0.19 -0.36 0.35
H 6.249 -4.865 -4.796 0.12 -0.05 -0.31 0.45
H 4.244 -4.041 -2.818 -0.61 -0.13 0.33 0.37
H 5.844 -3.919 -2.155 0.15 -0.21 0.22 0.47
H 4.834 -2.635 -4.654 0.02 0.16 -0.37 0.35
H 6.510 -2.578 -4.160 0.30 0.10 0.01 0.53
H 5.165 -1.833 -1.831 -0.01 -0.03 0.25 0.53
H 5.868 -0.704 -2.963 0.18 0.21 0.19 0.28
H 3.879 -0.174 -4.008 -0.01 0.05 -0.26 0.46
H 3.526 -0.192 -2.299 0.01 0.41 0.07 0.37
H 2.136 -1.955 -2.355 -0.02 -0.35 0.18 0.21
H 2.770 -2.700 -3.789 0.20 -0.24 -0.46 0.08
H 1.994 -0.437 -4.914 -0.03 0.20 -0.32 0.45
H 1.090 -0.211 -3.419 0.05 0.45 -0.04 0.26
H -0.496 -1.850 -3.918 -0.12 -0.11 0.31 0.29
H -0.177 -1.046 -5.413 -0.22 0.20 -0.12 0.39
H 0.812 -3.775 -4.630 0.21 -0.29 0.24 0.08
H 1.332 -2.986 -6.086 0.13 0.17 -0.22 0.64
H -1.512 -2.696 -6.044 -0.21 0.17 0.06 0.52
H -0.545 -3.704 -7.082 -0.25 -0.01 -0.36 0.34
H -2.416 -4.851 -6.026 -0.07 -0.49 -0.32 0.36
H -0.831 -5.620 -5.808 0.02 -0.37 0.07 0.27
H -1.153 -4.115 -3.434 0.29 0.18 0.17 0.26
H -2.795 -4.377 -3.889 -0.21 0.26 0.23 0.40
H -3.526 -6.224 -1.820 -0.27 0.08 0.05 0.51
H -2.097 -7.087 -1.272 -0.24 -0.29 0.21 0.33
H -3.417 -3.053 -1.205 0.02 0.19 -0.26 0.25
H -4.233 -4.419 -0.532 -0.15 -0.36 0.04 0.34
H -3.628 -3.739 1.735 -0.19 -0.23 0.08 0.29
H -2.229 -2.917 1.127 0.23 0.22 0.16 0.34
H -3.795 -2.185 0.900 -0.28 0.17 0.12 0.19
H -1.081 -7.519 -4.881 -0.06 -0.03 -0.28 0.48
H 0.881 -7.857 -3.984 0.38 0.34 -0.15 0.43
H -0.494 -9.333 -1.736 -0.35 -0.14 0.00 0.40
H 1.219 -9.100 -1.880 0.29 -0.08 0.10 0.43
H 0.417 -9.945 -3.170 -0.37 -0.35 -0.04 0.39
C -7.231 3.086 1.598 -0.12 -0.04 0.11 -0.72
O -7.225 2.031 2.533 0.24 -0.03 -0.14 -0.28
C -7.441 0.759 1.938 -0.11 0.14 0.27 -0.63
C -6.651 -0.317 2.653 -0.03 -0.19 -0.06 -0.35
O -5.256 -0.293 2.386 -0.08 -0.01 0.05 -0.40
C -4.512 0.780 2.945 0.23 -0.03 -0.15 0.27
C -4.348 0.726 4.448 -0.12 0.28 0.06 -0.78
O -5.546 1.093 5.112 -0.13 -0.25 -0.08 -0.25
C -5.728 0.419 6.337 0.02 0.15 -0.04 -0.85
H -8.240 3.256 1.206 0.06 0.03 -0.14 0.36
H -6.896 3.988 2.108 -0.05 -0.01 0.06 0.20
H -6.539 2.879 0.772 -0.06 0.03 -0.07 0.29
H -7.154 0.771 0.881 0.02 0.02 -0.01 0.34
H -8.511 0.523 2.011 0.01 -0.12 -0.13 0.42
H -6.995 -1.283 2.274 0.03 0.01 -0.06 0.44
H -6.851 -0.306 3.725 -0.01 0.19 0.02 0.11
H -4.915 1.738 2.622 -0.12 0.02 0.16 -0.35
H -3.515 0.692 2.505 0.01 -0.06 0.02 0.37
H -3.565 1.438 4.743 0.16 -0.14 -0.06 0.46
H -4.039 -0.284 4.737 0.01 -0.02 0.00 0.40
H -5.656 -0.667 6.204 0.06 -0.01 0.05 0.36
H -6.727 0.656 6.699 0.01 0.06 0.00 0.24
H -4.993 0.746 7.081 0.01 -0.10 0.05 0.32
C 1.448 4.225 0.293 -0.07 -0.01 0.14 -1.00
O 0.315 4.868 0.839 -0.02 -0.11 -0.42 -0.03
C 0.063 6.138 0.258 -0.01 -0.07 0.29 -0.39
C -1.421 6.413 0.170 -0.08 0.16 -0.01 -0.48
O -2.098 5.689 -0.846 0.00 -0.01 -0.01 -0.48
C -2.290 4.295 -0.654 0.00 -0.05 -0.14 -0.45
C -3.301 3.940 0.414 0.18 -0.18 0.19 -0.44
O -2.766 4.136 1.714 0.02 0.30 -0.05 -0.13
C -3.739 4.531 2.656 0.11 -0.12 -0.04 -0.57
H 2.373 4.731 0.589 0.05 -0.01 -0.10 0.28
H 1.467 3.206 0.677 0.00 0.02 0.07 0.25
H 1.388 4.180 -0.800 0.05 0.04 -0.01 0.44
H 0.503 6.201 -0.743 0.00 -0.02 -0.02 0.44
H 0.527 6.904 0.894 0.01 0.12 -0.14 0.23
H -1.540 7.463 -0.108 0.00 -0.01 -0.05 0.41
H -1.904 6.282 1.139 0.11 -0.14 0.06 0.13
H -1.342 3.783 -0.482 0.00 0.00 0.18 0.13
H -2.682 3.933 -1.607 -0.03 0.04 0.00 0.42
H -3.566 2.878 0.311 -0.13 0.04 -0.14 0.24
H -4.202 4.547 0.271 -0.01 0.02 0.00 0.43
H -4.292 5.411 2.305 -0.07 -0.04 0.00 0.42
H -3.226 4.796 3.579 0.04 -0.07 0.00 0.24
H -4.433 3.710 2.854 -0.15 0.14 0.09 -0.01
C 0.937 5.090 4.051 0.10 -0.19 -0.03 -0.56
O 2.322 5.389 4.064 -0.12 0.21 0.22 -0.28
C 2.661 6.491 3.243 0.10 -0.29 0.05 0.04
C 3.796 7.293 3.840 0.08 0.10 -0.08 -0.56
O 3.430 8.095 4.952 0.01 0.03 0.01 -0.47
C 3.152 7.445 6.183 -0.11 0.07 0.05 -0.30
C 4.366 6.875 6.883 -0.09 -0.27 0.02 -0.56
O 4.810 5.684 6.255 0.10 0.16 -0.24 -0.26
C 6.207 5.509 6.326 -0.13 -0.08 0.05 -0.79
H 0.633 4.677 3.087 -0.13 0.12 0.06 0.01
H 0.752 4.351 4.831 0.08 -0.01 0.01 0.33
H 0.343 5.984 4.278 -0.03 0.00 -0.06 0.38
H 1.796 7.148 3.098 -0.01 0.01 0.01 0.28
H 2.978 6.106 2.265 -0.02 0.19 -0.10 -0.02
H 4.123 8.005 3.077 -0.03 0.03 0.02 0.43
H 4.652 6.657 4.071 -0.11 -0.16 0.06 0.16
H 2.372 6.691 6.067 0.12 -0.15 -0.03 0.09
H 2.747 8.230 6.827 0.03 0.04 -0.02 0.41
H 4.096 6.633 7.919 0.02 0.19 0.06 0.39
H 5.161 7.628 6.889 0.01 0.01 0.00 0.36
H 6.735 6.389 5.941 0.03 0.01 0.06 0.35
H 6.464 4.654 5.703 -0.04 -0.04 0.03 0.23
H 6.528 5.309 7.355 0.09 0.05 -0.01 0.32